Record 1
A cluster of 5 separate species, C12H33N7O5 in total in a non-equilibrium geometry, computed with ωB97M-V/def2-TZVPD.

```
57
Properties=species:S:1:pos:R:3:forces:R:3
O 0.585431 0.352456 1.212809 1.12 -0.06 -0.37
H 0.391935 -0.457198 0.734660 0.30 -1.71 -0.82
H 0.349829 1.034186 0.579295 -0.20 1.78 -0.81
H -0.029165 0.393943 1.949126 -1.36 -0.04 2.13
C -3.074222 2.783426 -1.389170 0.27 -0.33 1.36
C -2.155692 1.613562 -0.792960 0.16 0.42 -2.38
C -2.444692 0.400345 -1.630729 -0.75 -2.99 0.50
C -2.028196 0.368694 -3.044083 -0.77 2.86 -1.01
C -0.545653 0.751621 -3.218622 -1.23 -1.04 0.04
C 0.090776 1.877497 -2.294041 -0.81 -1.49 -1.76
N -0.671428 1.911023 -0.980167 2.27 3.00 2.02
O -0.027982 2.784292 -0.088405 -2.51 -3.01 -2.22
C 0.081130 3.210608 -3.079627 -0.95 0.12 0.93
C 1.536466 1.484829 -2.104301 1.26 0.29 1.51
C -2.489178 1.142930 0.592808 0.60 0.40 1.44
H -4.090601 2.389630 -1.390885 -0.06 0.00 0.18
H -2.914936 3.144817 -2.405106 0.63 -0.44 0.06
H -3.056943 3.658888 -0.740052 0.08 -0.03 0.08
H -3.508648 0.184021 -1.534234 -0.41 0.56 -0.33
H -2.131737 -0.540146 -1.177249 0.99 0.14 0.60
H -2.696945 1.130258 -3.445199 0.13 0.21 -0.93
H -2.249010 -0.533671 -3.614238 0.01 -0.16 0.42
H -0.413747 0.896370 -4.290887 0.46 0.60 0.11
H -0.243901 -0.283304 -3.057398 1.69 0.37 0.58
H 0.795179 3.165648 -3.901939 -0.30 -0.10 -0.02
H 0.331436 4.062219 -2.447004 0.25 -0.15 0.17
H -0.936764 3.406980 -3.416421 0.12 0.02 -0.43
H 2.027641 2.060940 -1.320116 -0.39 0.29 0.38
H 2.193092 1.771174 -2.925851 -0.51 -0.51 -0.53
H 1.691629 0.452288 -1.791406 -0.19 -0.14 -0.40
H -2.035026 0.182733 0.837492 0.42 -0.04 -0.38
H -3.535131 0.872039 0.736633 -0.19 0.76 -0.22
H -2.117211 1.818906 1.362755 -0.50 0.24 0.08
C 1.089403 -2.515148 -1.248470 -2.40 1.49 -1.50
O 0.462723 -1.570625 -0.834321 -0.79 2.48 1.00
N 1.331296 -2.761159 -2.519349 1.29 0.31 -3.37
N 1.334399 -3.550152 -0.528906 1.37 -4.14 3.25
H 2.117998 -3.361078 -2.722559 -0.27 0.05 -0.35
H 1.028579 -2.150483 -3.264688 0.30 0.24 0.39
H 0.704509 -3.689916 0.248139 0.34 0.00 0.17
H 1.542667 -4.375310 -1.072812 -0.14 -0.22 0.58
C 3.125357 -2.223941 2.527085 -0.30 -1.49 -4.71
O 2.440174 -1.297010 2.308070 -4.12 5.13 -0.30
N 3.428832 -3.008900 1.511369 1.63 -2.09 -1.44
N 3.519986 -2.556783 3.671998 2.40 -1.14 5.81
H 4.105989 -3.743831 1.657740 -0.38 -0.11 -0.54
H 2.888737 -2.928648 0.661689 0.41 -0.12 0.18
H 3.353131 -1.779975 4.295551 0.71 -0.40 0.61
H 4.387750 -3.073172 3.692489 -0.12 0.07 0.81
C -0.633666 -0.242216 4.480351 -2.20 0.92 0.76
O -1.077017 0.062200 3.363531 -0.20 0.42 -0.27
N 0.510505 -0.808590 4.635327 3.66 -1.61 0.15
N -1.281427 -0.057094 5.672386 -0.94 0.39 -0.86
H 0.845543 -1.107695 5.539980 -0.07 0.08 -0.33
H 1.117093 -0.895795 3.832487 0.29 -0.18 -0.12
H -2.218302 0.315591 5.613568 0.27 -0.01 0.38
H -0.801996 -0.172274 6.553859 -0.40 0.12 -0.28
```
Forces are in eV/Å.

Computed properties:
E_tot = -33640.7010 eV
net charge = +1
multiplicity = 2
E_LUMO (spin up / spin down) = -2.08 / -2.94 eV
Kohn-Sham gap (spin up / spin down) = 9.57 / 9.58 eV
energy above the lowest of the compared OMol25 structures with the same formula, charge and spin = 0.0 kJ/mol
HOMO level (spin up / spin down) = -11.65 / -12.51 eV
maximum force = 0.128 Eh/bohr


Record 2
A cluster of 4 separate species, C12H34N2O6 in total in a non-equilibrium geometry, computed with ωB97M-V/def2-TZVPD.

```
54
Properties=species:S:1:pos:R:3:forces:R:3
C -7.079061 0.819730 -1.446734 0.35 0.96 0.15
O -5.770541 1.479160 -1.799334 -1.70 -2.09 0.00
C -4.761391 0.476300 -2.115534 0.96 1.00 0.29
C -3.403031 1.152850 -2.533024 -0.23 1.11 0.97
C -3.001841 1.102620 -3.972294 -0.66 -0.27 -0.83
N -2.312591 0.549830 -1.793784 0.90 -0.74 0.30
H -7.954461 1.469050 -1.434364 0.52 1.15 -1.12
H -7.229791 0.577320 -0.394774 1.34 -0.84 0.27
H -7.388771 -0.000520 -2.094324 0.67 -0.16 -0.05
H -4.476071 -0.098080 -1.234184 -0.40 -0.04 0.33
H -5.055201 -0.262110 -2.861554 -0.45 0.22 -0.27
H -3.400881 2.212140 -2.276114 -0.88 0.29 0.20
H -3.740521 1.627970 -4.577654 -0.26 -0.44 -0.20
H -2.890781 0.047770 -4.223374 -0.09 0.03 -0.55
H -2.075971 1.620560 -4.222504 0.25 -0.04 0.50
H -2.301511 0.735840 -0.801124 -0.58 0.03 0.22
H -1.460631 0.992810 -2.106884 0.30 -0.15 -0.21
C 3.442039 -3.566900 1.570576 -2.02 0.52 -0.48
O 2.277149 -2.700040 1.397356 1.35 1.04 1.31
C 2.186199 -1.527900 2.328606 -1.83 -1.90 -1.35
C 0.855469 -0.844470 1.823756 0.14 -0.90 -1.21
C 1.086979 -0.258170 0.419596 0.29 0.38 0.62
N 0.270079 -0.023290 2.862576 1.19 1.01 0.37
H 3.202149 -4.382480 0.888386 0.27 -0.14 0.08
H 3.429019 -3.957330 2.588176 0.50 0.09 0.09
H 4.374319 -3.109540 1.239266 0.06 0.20 0.36
H 2.046679 -1.876920 3.351756 -0.09 -0.23 0.09
H 3.090069 -0.918710 2.330546 -0.04 0.30 -0.52
H 0.081019 -1.542750 1.506386 0.36 -1.11 1.03
H 1.825759 0.540780 0.482706 -0.28 0.48 -0.34
H 0.099489 0.011870 0.045386 0.20 0.62 -0.23
H 1.481049 -1.009190 -0.265084 0.00 -0.18 0.24
H -0.629601 0.415260 2.727146 -0.33 -0.60 -0.70
H 0.886059 0.776030 2.904336 0.15 0.43 0.45
O 3.371239 2.899650 6.385906 -0.21 1.23 1.13
C 3.462559 1.591170 5.935366 -1.82 -0.57 -1.62
C 2.504349 1.491600 4.692536 1.13 -2.12 0.78
O 3.095649 2.070490 3.578416 0.08 0.80 -0.79
H 3.463489 2.868420 7.340956 0.05 0.43 0.03
H 4.509239 1.443780 5.669196 -0.10 -0.79 -0.33
H 3.085479 0.863190 6.653676 0.30 -0.06 0.28
H 1.444739 1.703920 4.834786 0.07 1.24 0.65
H 2.356539 0.447570 4.416396 0.62 -0.45 0.18
H 3.489479 2.898560 3.862676 -0.04 0.29 -0.15
O 0.918559 -2.485010 -3.445454 0.07 0.58 -0.50
C 0.597859 -1.115360 -3.600004 0.23 1.04 -0.20
C 1.354929 -0.326630 -4.685824 1.18 -1.67 -1.12
O 2.783419 -0.379040 -4.360104 -0.90 0.34 1.08
H 1.875809 -2.524590 -3.506334 0.29 -0.18 0.09
H -0.477781 -1.036000 -3.757474 0.03 -0.05 -0.11
H 0.828969 -0.546560 -2.699364 -0.08 -0.14 0.50
H 0.931949 0.660660 -4.871434 0.26 0.36 0.69
H 1.313099 -0.804790 -5.664454 -0.56 -0.36 -0.08
H 3.389529 -0.250530 -5.093394 -0.55 0.09 -0.32
```
Forces are in eV/Å.

Computed properties:
E_tot = -28256.0884 eV
multiplicity = 1
E_LUMO = 0.75 eV
Kohn-Sham gap = 9.92 eV
structure (SMILES) = COC[C@H](C)N.COC[C@H](C)N.OCCO.OCCO
energy above the lowest of the compared OMol25 structures with the same formula, charge and spin = 261.6 kJ/mol
HOMO level = -9.18 eV
maximum force = 0.058 Eh/bohr


Record 3
A cluster of 4 separate species, C12H34O14P2S2 in total in a non-equilibrium geometry, computed with ωB97M-V/def2-TZVPD.

```
64
Properties=species:S:1:pos:R:3:forces:R:3
C -2.092033 1.882837 3.688812 -2.35 0.49 -1.29
C -0.826680 1.532676 4.236646 3.41 -0.73 0.90
O -1.024549 1.144996 5.606403 1.37 -0.54 1.47
S 0.336552 0.739785 6.509906 -3.07 -0.45 2.18
C 0.644942 -1.014758 5.888741 0.19 1.10 -0.01
O 1.372453 1.672348 6.161050 -0.16 -0.89 -0.03
O -0.188016 0.688800 7.908386 1.48 -0.08 -3.63
H -2.745656 1.013589 3.616078 -0.33 0.18 0.38
H -2.015543 2.262148 2.669813 0.28 0.08 -0.06
H -2.499605 2.696005 4.289426 -0.47 -0.22 -0.01
H -0.298015 0.703509 3.766430 -0.23 -0.16 -0.52
H -0.130919 2.369586 4.176650 0.07 0.16 0.28
H 1.219828 -1.623035 6.587032 0.10 0.59 0.25
H 1.213918 -0.885438 4.968072 -0.02 -0.09 -0.05
H -0.287176 -1.549417 5.705976 -0.17 0.55 0.05
C 7.126958 0.036427 -4.217064 0.93 0.17 -0.54
C 5.838712 -0.150023 -3.542359 -0.74 -0.29 1.29
O 4.810301 -0.085417 -4.525198 -2.13 1.38 -0.46
S 3.509333 0.936790 -4.215389 0.46 0.04 1.20
C 2.903173 1.120913 -5.897236 0.89 -0.83 -0.53
O 2.538991 0.128022 -3.492249 0.96 1.11 -0.47
O 3.966877 2.226574 -3.639447 -0.75 -2.85 -1.41
H 7.102291 1.022114 -4.681739 0.60 0.02 0.05
H 7.295729 -0.715490 -4.987932 -0.27 0.00 -0.14
H 7.944186 -0.121928 -3.513394 0.08 0.51 0.06
H 5.823972 -1.107516 -3.021715 -0.41 -0.25 -0.19
H 5.613188 0.596700 -2.781007 0.38 0.23 0.02
H 2.325839 0.242360 -6.185205 -0.47 0.12 0.68
H 3.763078 0.970264 -6.549895 0.26 0.76 0.07
H 2.372927 2.053647 -6.089414 0.22 -0.11 0.38
C 1.632891 1.652676 0.832631 2.42 2.10 -0.44
O 1.001732 0.463820 0.992876 -1.40 -2.82 0.85
P 1.691745 -0.933844 1.434301 -1.65 -0.39 -2.25
O 2.554742 -0.962290 2.576892 0.89 0.53 1.73
O 0.410485 -1.881265 1.571431 1.04 0.14 0.09
C -0.473109 -2.033433 0.487281 -1.44 0.20 -1.14
O 2.386845 -1.482577 0.103790 -1.69 -1.00 1.75
C 3.631311 -1.034997 -0.302485 0.47 1.73 -2.12
H 1.883493 1.840757 -0.211367 -0.20 -0.08 -0.25
H 2.592327 1.654502 1.349900 0.13 0.10 0.25
H 1.102154 2.533757 1.193348 -0.54 -0.40 0.17
H -1.208799 -1.229994 0.523983 0.23 0.28 -0.30
H -1.097951 -2.926538 0.483594 0.44 -0.42 1.02
H -0.002683 -2.102834 -0.493524 0.43 0.51 0.14
H 4.058976 -0.224023 0.287032 0.13 -0.42 0.53
H 3.328557 -0.554672 -1.232938 0.91 0.16 -0.50
H 4.351300 -1.813983 -0.553247 -0.21 -0.21 0.56
C -5.415653 0.362573 -3.148840 1.88 -1.30 -0.43
O -6.227168 0.765026 -2.104183 -1.10 1.18 2.28
P -6.074501 0.178168 -0.630306 0.18 -1.57 1.90
O -7.132923 0.408948 0.402183 1.22 -0.15 -2.35
O -4.616506 0.670391 -0.132340 -1.98 1.17 -0.90
C -3.902238 -0.093880 0.827601 0.10 -1.32 -1.15
O -5.760824 -1.432333 -0.894135 1.53 2.01 -0.31
C -6.733164 -2.422124 -1.158460 -1.18 0.83 1.60
H -4.361027 0.283675 -2.884966 0.21 0.31 0.59
H -5.392220 1.084136 -3.965480 -0.89 -0.35 -0.08
H -5.655397 -0.687338 -3.317076 -0.29 0.21 -1.16
H -4.532785 -0.610276 1.551373 -0.13 0.35 0.11
H -3.113888 0.486984 1.306331 -0.24 0.08 -0.27
H -3.555106 -0.826246 0.098737 1.13 -0.73 1.12
H -6.445196 -3.216456 -1.847082 0.29 0.56 -0.24
H -7.626286 -1.851898 -1.413954 -0.41 -0.79 -0.55
H -6.914190 -2.851472 -0.173078 -0.35 -0.50 -0.18
```
Forces are in eV/Å.

Computed properties:
E_tot = -81909.4710 eV
multiplicity = 1
E_LUMO = 0.14 eV
Kohn-Sham gap = 10.80 eV
structure (SMILES) = CCOS(C)(=O)=O.CCOS(C)(=O)=O.COP(=O)(OC)OC.COP(=O)(OC)OC
HOMO level = -10.66 eV
maximum force = 0.076 Eh/bohr